*i*
Here is one molecule with the formula C5H11N from the Open Molecules 2025 dataset. Energies are from the ωB97M-V functional and the def2-TZVPD basis.

Gap between HOMO and LUMO (alpha / beta) in eV: 8.83 / 7.83
Lowest unoccupied orbital energy (alpha / beta) in eV: 0.27 / -0.07
HOMO level (alpha / beta) in eV: -8.560 / -7.903

Geometry as ORCA input:
```
! RIJCOSX wB97M-V def2-TZVPD def2/J DEFGRID3
* xyz 0 1
C 2.29394 -0.11536 -1.16611
C 0.45716 0.90753 -0.07952
N 1.01072 0.50539 -1.25985
H 2.46605 -0.72558 -2.05410
H 2.40829 -0.75350 -0.26808
H 3.09297 0.64027 -1.11104
H 0.12369 1.94834 -0.07655
H 1.01997 0.70646 0.84672
C -2.03826 0.42283 1.12813
C -1.04945 -0.06050 0.07376
C -0.61797 -1.40819 0.17652
H -1.44219 0.17232 -0.92112
H -1.64528 0.27082 2.13437
H -2.24485 1.48652 0.99882
H -2.98684 -0.11057 1.03510
H 0.33086 -1.74604 -0.20260
H -1.17881 -2.14075 0.74554
*
```

*ii*
Here is one molecule with the formula C5H11N from the Open Molecules 2025 dataset. Energies are from the ωB97M-V functional and the def2-TZVPD basis.

Gap between HOMO and LUMO in eV: 10.08
Lowest unoccupied orbital energy in eV: 1.16
HOMO level in eV: -8.914
SMILES: CCN1C[C@H]1C

Geometry as ORCA input:
```
! RIJCOSX wB97M-V def2-TZVPD def2/J DEFGRID3
* xyz 0 1
C -0.21156 -1.93438 -0.70974
C 0.18853 -0.65558 -1.45364
N 0.27159 0.59065 -0.68160
C 1.28850 0.66063 0.35447
C -0.14859 0.57808 0.70655
C -0.94042 1.73521 1.24980
H 0.02833 -2.81366 -1.30947
H 0.29532 -2.06584 0.25089
H -1.28830 -1.96224 -0.51663
H 1.16312 -0.79121 -1.93652
H -0.53807 -0.48441 -2.25579
H 1.91335 -0.21641 0.53625
H 1.81411 1.61222 0.42478
H -0.46540 -0.38838 1.09352
H -0.88955 1.72890 2.34348
H -1.99209 1.65972 0.95645
H -0.55144 2.69104 0.89171
*
```

*iii*
Here is one molecule with the formula C5H11N from the Open Molecules 2025 dataset. Energies are from the ωB97M-V functional and the def2-TZVPD basis.

Gap between HOMO and LUMO in eV: 9.88
Lowest unoccupied orbital energy in eV: 1.05
HOMO level in eV: -8.824
SMILES: C=C(C)CNC

Geometry as ORCA input:
```
! RIJCOSX wB97M-V def2-TZVPD def2/J DEFGRID3
* xyz 0 1
C 1.85025 1.36165 0.59512
C 1.12909 0.29776 0.24039
C 1.77659 -0.83290 -0.50798
C -0.35846 0.15694 0.54883
N -1.16818 -0.06242 -0.63513
C -2.57959 -0.12677 -0.26883
H 2.91073 1.38360 0.33606
H 1.48897 2.24656 1.16107
H 1.64133 -1.80843 -0.03443
H 1.37751 -0.95434 -1.50236
H 2.84617 -0.61318 -0.64910
H -0.45940 -0.71412 1.27757
H -0.71526 1.01141 1.10245
H -0.91184 -0.90951 -1.15421
H -2.89962 0.87757 0.02375
H -2.75551 -0.85588 0.57022
H -3.17277 -0.45796 -1.10344
*
```

Question: which arrangement is favored energetically? Ranking from most to least stable: *iii*, *ii*, *i*.